Entry 1:
53
Properties=species:S:1:pos:R:3:forces:R:3:lowdin_charge:R:1 method="wB97M-V/def2-TZVPD" energy_ha=-2591.9977 charge=+1 gap_ev=9.61 e_homo_ev=-12.4
C 4.258533 -0.686504 -1.080514 0.0 -0.6 0.0 -0.084
C 3.375149 -1.538710 -2.019422 0.6 0.5 0.6 -0.327
C 2.055159 -0.806091 -2.216793 0.3 -0.4 -0.6 -0.877
Cl 2.356582 0.624418 -3.212116 -0.2 0.3 0.0 0.674
P 0.767132 -1.874538 -2.955247 -0.3 0.0 0.5 0.902
C -0.960988 -1.350803 -2.709137 0.0 0.1 -0.7 -0.419
C -1.357182 0.077369 -3.044660 0.1 0.2 0.0 -0.820
C -0.861199 1.093985 -2.036507 -0.4 0.1 0.3 -0.150
I -0.915741 0.575944 -5.096204 0.0 -0.2 0.2 0.866
P 1.025618 -3.856895 -1.914256 0.5 -1.1 0.2 0.755
O 0.815249 -3.362468 -0.369040 -0.3 0.8 -0.7 -0.289
O -0.390764 -4.557595 -2.285808 -0.3 0.7 0.4 -0.303
H 4.559314 -1.273623 -0.222645 0.1 -0.2 0.2 0.085
H 3.705280 0.145698 -0.685368 0.1 0.5 0.0 0.032
H 5.166969 -0.356314 -1.560300 0.1 0.3 -0.2 0.087
H 3.897378 -1.654361 -2.959087 -0.2 -0.3 -0.4 0.108
H 3.232428 -2.501546 -1.542150 -0.2 -0.3 -0.1 0.060
H 1.706438 -0.507078 -1.236856 -0.3 0.2 0.2 0.075
H 1.032259 -2.139491 -4.299247 0.0 0.2 -0.1 0.041
H -1.277554 -1.572528 -1.691017 0.1 0.0 0.4 0.079
H -1.545066 -2.002226 -3.353858 0.0 -0.4 -0.1 0.090
H -2.434649 0.087206 -3.020309 -0.3 0.0 -0.2 0.067
H -1.638039 1.191505 -1.285827 -0.1 0.0 0.3 0.069
H 0.023793 0.772908 -1.506620 0.3 0.1 0.0 0.046
H -0.706566 2.080293 -2.446094 0.2 0.2 -0.2 0.071
H 0.216325 -2.593072 -0.320535 0.1 -0.4 0.6 0.050
H -1.114947 -4.170738 -1.754193 0.0 -0.5 -0.4 0.072
C -6.653758 0.154908 1.058786 0.1 -0.3 -0.2 -0.016
C -5.265297 0.296080 1.625874 -0.4 0.1 -0.1 -0.315
C -4.586478 1.617177 1.346210 0.0 0.1 0.1 -0.076
O -3.194065 1.245327 1.357584 0.0 0.0 -0.1 0.066
C -3.119787 -0.054056 1.009953 -0.3 0.1 0.1 -0.580
O -2.102144 -0.622103 0.745027 0.3 -0.1 -0.3 0.122
O -4.338613 -0.622253 0.997252 0.2 0.0 0.1 0.092
H -6.642284 0.273345 -0.025247 0.0 0.1 0.0 0.093
H -7.057930 -0.832659 1.275281 0.0 0.0 0.1 0.092
H -7.317601 0.902850 1.490245 0.0 0.0 0.0 0.097
H -5.266321 0.077468 2.696168 0.1 0.0 0.0 0.162
H -4.783920 2.376089 2.097386 0.2 0.0 0.1 0.144
H -4.829687 2.011620 0.357445 0.0 0.0 0.0 0.141
C 2.957830 2.217649 4.768832 0.3 0.1 0.0 -0.018
C 2.801103 2.207063 3.270193 0.0 -0.1 0.3 -0.325
C 2.593050 0.841108 2.656982 -0.1 0.0 -0.2 -0.087
O 3.139346 1.016375 1.336061 -0.2 0.0 0.4 0.016
C 4.084549 1.998128 1.417703 0.1 0.1 0.1 -0.558
O 4.851844 2.252685 0.550406 0.0 0.0 -0.1 0.176
O 4.015384 2.621302 2.612307 -0.1 -0.1 -0.1 0.098
H 3.811249 1.610174 5.070919 0.0 -0.1 0.0 0.095
H 3.135246 3.230150 5.127648 -0.1 0.0 0.0 0.091
H 2.058817 1.831867 5.248847 0.0 0.0 0.0 0.093
H 2.008536 2.895538 2.964480 0.0 0.0 -0.1 0.159
H 1.547025 0.548320 2.601196 0.0 0.0 -0.2 0.136
H 3.162996 0.061103 3.166271 0.0 0.1 0.1 0.141

***

Entry 2:
56
Properties=species:S:1:pos:R:3:forces:R:3:mulliken_spin:R:1 method="wB97M-V/def2-TZVPD" energy_ha=-2344.3587 multiplicity=6 charge=+1 gap_ev="4.16 / 4.23" e_homo_ev="-8.7 / -8.8"
O 1.833153 2.885410 1.146323 0.3 -1.4 -0.6 -0.001
H 2.416486 3.342469 0.505177 -0.5 -0.4 0.4 0.000
Dy -0.113868 0.203303 -0.160322 1.8 -1.4 -2.8 4.919
N 1.389003 -1.235052 -1.472601 0.9 1.2 -1.7 -0.215
N 0.808785 1.164492 -2.126598 1.2 -2.2 -1.4 0.227
N -1.527639 -0.717059 1.496803 -2.6 0.1 2.5 0.013
N -0.978599 1.807207 1.424133 -1.9 0.7 3.0 0.009
O 1.589312 -2.446526 -1.104067 -0.3 -0.9 0.7 -0.200
O -2.018560 -2.037160 1.465727 0.5 0.8 0.0 0.000
O -0.753529 3.190600 1.372075 0.3 -1.1 0.1 0.000
O 0.540949 2.409727 -2.353371 -0.6 1.8 0.3 0.146
C 1.505714 0.468184 -3.071066 -1.7 1.8 1.6 -0.175
C 1.717790 -0.894142 -2.757032 -0.6 -1.0 2.2 0.219
C -2.117491 0.021778 2.443384 0.6 -3.4 -2.4 0.010
C -1.854284 1.431083 2.370125 2.2 2.5 -2.1 -0.001
C 2.128523 -1.924098 -3.747148 0.3 -0.1 0.0 -0.022
H 1.242573 -2.420901 -4.175767 0.2 0.0 0.2 0.018
H 2.748106 -2.682827 -3.257835 -0.2 0.1 -0.2 0.009
H 2.682678 -1.471363 -4.575718 -0.1 -0.2 0.2 0.002
C 1.904206 1.144309 -4.329275 0.1 0.1 -0.3 0.015
H 2.673616 1.905581 -4.133709 -0.2 -0.1 -0.1 -0.012
H 1.041579 1.659830 -4.769596 0.2 0.0 0.1 -0.010
H 2.299433 0.426879 -5.051783 -0.1 0.2 0.1 -0.002
C -3.142940 -0.562476 3.345378 -0.1 0.1 0.5 0.000
C -2.592014 2.391044 3.237190 0.0 0.2 0.0 0.000
H -2.972524 -1.628475 3.512706 0.0 0.3 -0.1 0.000
H -4.139332 -0.442887 2.895905 0.2 0.0 0.0 0.000
H -3.159308 -0.041758 4.308003 0.0 -0.1 -0.2 0.000
H -2.352385 3.410971 2.931211 -0.1 -0.2 0.2 0.000
H -2.326937 2.258181 4.295872 0.0 0.0 -0.3 0.000
H -3.674586 2.226847 3.143069 0.3 0.0 0.0 0.000
H -1.852422 -2.344411 0.550044 0.2 0.3 0.3 0.001
H 0.254595 3.252216 1.279228 -0.8 0.0 -0.2 0.000
C 1.910467 1.413282 0.923146 0.8 1.7 0.8 -0.007
H 1.883013 1.203935 -0.168751 0.3 0.1 0.4 0.019
H 1.080648 0.979515 1.541633 1.1 0.5 -0.1 0.009
H 2.844762 1.036897 1.342405 -0.1 -0.1 -0.1 0.002
O 1.815723 -2.123623 1.666739 -0.8 0.2 -0.5 -0.002
H 1.065831 -2.602854 2.053982 0.4 0.1 0.0 0.000
H 1.823853 -2.430731 0.718797 0.1 0.2 0.1 0.002
C -3.776680 -2.117141 -2.521830 -0.3 -0.3 -0.2 0.000
N -3.449893 -0.709504 -2.287724 -0.3 -0.2 -0.2 -0.002
C -4.273466 0.301495 -2.697049 0.4 0.9 0.2 -0.002
C -3.923613 1.612352 -2.489862 -0.8 -0.6 -0.5 0.001
C -2.685683 1.872898 -1.866230 1.4 0.9 0.6 -0.003
N -1.976326 0.859012 -1.361234 -0.6 -0.8 -0.5 0.006
C -2.300668 -0.424211 -1.644450 1.0 -0.3 0.6 0.008
O -1.494279 -1.349815 -1.270550 -1.1 1.2 0.0 0.010
N -2.113055 3.084490 -1.721976 -1.2 -0.6 -0.6 0.007
H -2.967473 -2.727445 -2.119974 -0.2 0.1 -0.2 0.000
H -3.870899 -2.288869 -3.596189 0.0 -0.1 0.2 0.000
H -4.712627 -2.360747 -2.013038 0.1 0.0 -0.1 0.000
H -5.177377 -0.030540 -3.202146 0.1 0.3 0.1 0.000
H -4.508604 2.453063 -2.838983 -0.2 -0.3 -0.1 0.000
H -2.576566 3.850534 -2.189199 0.1 0.0 0.1 0.001
H -1.079811 3.081507 -1.759092 0.4 -0.2 0.1 -0.001

***

Entry 3:
47
Properties=species:S:1:pos:R:3:forces:R:3:mulliken_spin:R:1 method="wB97M-V/def2-TZVPD" energy_ha=-927.1201 relative_energy_kcal_mol=0.0 multiplicity=6 charge=+2 gap_ev="8.46 / 6.76" e_homo_ev="-13.9 / -15.0"
Ir -0.496219 0.435314 0.778442 -0.5 0.6 0.5 2.668
N -1.539290 2.136646 1.758181 0.1 -0.1 -0.1 0.039
C -0.979848 3.425715 1.288171 0.0 0.1 -0.1 0.010
C -0.944540 3.450572 -0.232250 0.0 0.0 0.1 -0.014
N -0.406795 2.204091 -0.832169 0.0 -0.2 0.1 0.147
C -1.200156 1.788018 -2.010156 -0.1 -0.1 -0.1 0.000
C -2.566307 1.256453 -1.624093 0.0 0.1 0.0 -0.003
N -2.403054 0.104166 -0.720684 0.2 0.0 -0.1 0.147
C 1.014521 2.337358 -1.217044 0.1 0.0 0.0 0.009
C 1.912402 2.577999 -0.019174 0.0 0.0 -0.1 -0.014
N 1.702508 1.515388 0.985776 0.0 -0.2 -0.1 0.144
H -2.533339 2.098290 1.542630 0.0 0.0 0.0 -0.001
H -1.484695 2.097466 2.772961 0.0 0.0 0.0 0.002
H 0.013028 3.526453 1.718895 0.0 0.0 0.0 -0.002
H -1.575093 4.270681 1.637726 0.0 0.0 0.0 0.001
H -0.360431 4.312575 -0.564053 0.0 0.0 0.0 -0.001
H -1.957743 3.604716 -0.600126 0.0 0.0 0.0 0.000
H -0.644947 0.995932 -2.516312 0.0 0.0 0.0 -0.006
H -1.306211 2.619235 -2.714123 0.0 0.0 0.0 0.001
H -3.108886 0.991521 -2.532931 0.0 0.0 0.0 0.009
H -3.160429 2.012985 -1.111963 0.0 0.0 0.0 0.000
H -2.154131 -0.726848 -1.249800 0.0 0.0 0.0 -0.010
H -3.272299 -0.112715 -0.241846 0.0 0.0 0.0 -0.009
H 1.138875 3.152548 -1.937622 0.0 0.0 0.0 0.005
H 1.309181 1.407609 -1.707380 0.0 0.0 0.0 -0.012
H 1.707094 3.545994 0.433741 0.0 0.0 0.0 0.000
H 2.946735 2.606058 -0.363431 0.0 0.0 0.0 0.008
H 1.883301 1.857519 1.924475 0.0 0.0 0.0 -0.004
H 2.352004 0.749804 0.831240 0.0 0.0 0.0 -0.019
C 2.979588 -1.825001 1.092870 -0.2 0.1 0.0 0.025
C 2.001210 -2.899377 0.739529 0.2 -0.2 0.1 0.136
C 2.350634 -4.229412 0.781247 0.1 0.3 0.1 -0.048
C 1.440287 -5.233423 0.455368 -0.1 0.0 0.0 0.226
C 0.141508 -4.897502 0.068722 -0.2 0.2 -0.1 -0.046
C -0.275407 -3.589079 -0.003558 0.0 -0.3 0.0 0.125
C -1.658734 -3.240245 -0.451982 0.0 0.2 0.0 0.015
C 0.656178 -2.538604 0.344730 0.1 -0.3 0.1 0.135
N 0.303777 -1.285732 0.284477 0.1 -0.1 -0.4 1.291
H 3.941467 -2.241004 1.378476 0.0 0.0 0.0 0.002
H 2.600533 -1.229676 1.929247 0.1 0.0 0.0 0.007
H 3.134951 -1.160915 0.236106 0.1 0.0 0.0 0.006
H 3.357293 -4.490582 1.080432 0.0 0.0 0.0 0.007
H 1.739847 -6.271122 0.498918 0.0 0.0 0.0 0.000
H -0.563001 -5.678704 -0.185304 0.0 0.0 0.0 0.006
H -2.272957 -4.128469 -0.569518 0.0 0.0 0.0 0.002
H -1.619781 -2.731823 -1.421000 0.0 -0.1 0.0 0.010
H -2.142607 -2.570868 0.264143 0.0 -0.1 0.0 0.003